The following is a quantum chemistry calculation of a structure of composition C39H28N10OS4Ta in a non-equilibrium geometry, from the Open Molecules 2025 dataset.

Each line ends with the Mulliken charge.
Geometry (Å):
Ta: -1.2065 1.4714 -0.9688  0.942
N: 2.8108 1.2093 1.2624  0.087
C: 3.3373 -0.1046 1.1647  -0.254
C: 4.2666 -0.5328 2.0946  -0.587
C: 4.8021 -1.8120 2.0065  -0.715
C: 4.3826 -2.6698 1.0042  -0.739
C: 3.4290 -2.2459 0.0852  -0.719
C: 2.9248 -0.9598 0.1573  0.959
S: 1.7855 -0.3985 -1.0711  -0.070
N: 1.1553 1.0276 -0.3692  0.075
C: 1.7153 1.6354 0.6111  0.517
C: 1.1363 2.9369 1.0036  0.435
C: 1.7498 3.7934 1.8946  -0.736
C: 1.1545 5.0116 2.1814  -1.064
C: -0.0316 5.3354 1.5576  -1.022
C: -0.5801 4.4227 0.6684  -0.684
N: -0.0070 3.2494 0.3916  1.051
H: 3.0906 1.7176 2.0814  0.098
H: 4.5831 0.1375 2.8882  0.437
H: 5.5510 -2.1272 2.7211  0.414
H: 4.7976 -3.6669 0.9257  0.413
H: 3.0931 -2.9108 -0.7043  0.447
H: 2.6956 3.5499 2.3580  0.642
H: 1.6147 5.6957 2.8839  0.494
H: -0.5350 6.2736 1.7459  0.526
H: -1.4982 4.6484 0.1472  0.290
N: -0.3922 -0.6194 -5.0832  0.093
C: -1.1900 -0.4100 -4.0380  -0.400
N: -0.7127 0.5990 -3.3450  0.123
C: 0.4029 0.9703 -4.0258  0.180
N: 0.6367 0.2530 -5.0958  -0.723
C: 1.2043 2.1134 -3.6102  0.176
C: 2.3233 2.5311 -4.3225  -0.507
N: 3.0274 3.5885 -3.9479  -0.586
C: 2.5809 4.2596 -2.8879  -0.549
C: 1.4518 3.8610 -2.1942  -0.360
N: 0.7755 2.7622 -2.5361  0.571
H: -0.4783 -1.2986 -5.8198  0.203
H: -2.0857 -0.9702 -3.8100  0.578
H: 2.6424 1.9906 -5.2061  0.506
H: 3.1407 5.1367 -2.5836  0.421
H: 1.0778 4.4388 -1.3635  0.509
S: -2.1513 3.5565 -1.9034  -0.705
C: -3.7234 2.8240 -1.9837  0.812
S: -3.6135 1.1195 -1.6929  -0.386
C: -4.8589 3.5188 -2.1963  0.672
C: -4.8178 4.9511 -2.3299  -0.057
N: -4.7719 6.0993 -2.4013  -0.444
C: -6.1345 2.8550 -2.2350  -0.240
N: -7.1542 2.3221 -2.2691  -0.424
C: -2.0718 1.3742 1.1523  -1.474
C: -1.1080 1.3525 2.3026  0.394
C: -1.0906 2.3735 3.2532  -0.158
C: -0.2230 2.3300 4.3381  -0.833
C: 0.6552 1.2628 4.4917  -0.654
C: 0.6363 0.2279 3.5621  -0.667
C: -0.2382 0.2720 2.4839  0.149
H: -2.7883 2.1949 1.2498  0.569
H: -2.6301 0.4392 1.1258  0.692
H: -1.7929 3.1969 3.1600  0.473
H: -0.2436 3.1255 5.0751  0.476
H: 1.3212 1.2215 5.3452  0.454
H: 1.3047 -0.6187 3.6802  0.542
H: -0.2716 -0.5567 1.7805  0.244
C: -0.3897 -9.2686 1.8353  -1.066
C: -0.6741 -7.8414 1.4472  0.736
O: -0.1841 -6.8764 1.9605  -0.515
S: -1.8448 -7.7429 0.0728  -0.228
C: -1.8463 -5.9965 -0.2143  0.087
C: -2.3354 -5.1260 0.7549  -0.631
C: -2.2591 -3.7593 0.5557  -0.353
C: -1.7017 -3.2515 -0.6203  0.071
C: -1.2618 -4.1319 -1.6109  -0.576
C: -1.3344 -5.5003 -1.4085  -0.613
C: -1.5512 -1.8370 -0.7879  0.278
C: -1.3531 -0.6400 -0.8898  0.120
H: -0.2745 -9.3332 2.9152  0.311
H: 0.5514 -9.5708 1.3744  0.282
H: -1.1780 -9.9385 1.4946  0.369
H: -2.7589 -5.5208 1.6692  0.450
H: -2.6318 -3.0772 1.3103  0.487
H: -0.8504 -3.7363 -2.5319  0.455
H: -0.9781 -6.1865 -2.1670  0.428

Forces on atoms 1 to 2 (eV/Å):
0.937 1.293 0.109
0.181 -0.068 -0.234

Output
Gap between HOMO and LUMO: 6.6 eV
Total charge: +1
M: 961.938 g mol⁻¹
Electronic energy: -102732.6906 eV


The following is a quantum chemistry calculation of a structure of composition C39H29BCoF4IN4P in a non-equilibrium geometry, from the Open Molecules 2025 dataset.

Each line ends with the Mulliken charge.
Geometry (Å):
Co: -0.9568 2.5737 -0.0737  -0.306
C: 1.0273 -2.1818 3.1350  -1.646
C: 2.1042 -1.2439 2.6981  -0.282
C: 1.2226 0.4940 1.7435  -0.436
C: -0.1954 0.0918 1.4778  -0.197
C: -0.5632 -1.3901 1.4146  -0.275
C: -0.2054 -2.1761 2.6504  -1.586
N: -1.0989 1.0118 1.3295  -0.682
C: -2.4698 0.7474 1.5200  0.231
C: -3.0024 -0.1713 2.4273  -0.244
C: -4.3724 -0.3317 2.5298  -0.848
C: -5.2435 0.4338 1.7590  -0.883
C: -4.7428 1.4125 0.9274  -0.386
C: -3.3607 1.5836 0.8277  0.024
N: -2.7512 2.5747 0.0817  1.151
N: -3.4729 3.4168 -0.5644  -0.970
C: -2.7009 4.3290 -1.1994  0.418
C: -3.2520 5.4221 -1.8742  -0.669
C: -2.4022 6.3303 -2.4589  -0.246
C: -1.0242 6.1375 -2.3668  -0.975
C: -0.5426 5.0316 -1.6992  0.034
N: -1.3540 4.1383 -1.1235  0.206
H: 1.2698 -2.7955 3.9958  0.439
H: 3.0755 -1.5823 3.0543  0.750
H: 1.4079 1.5227 1.4559  0.829
H: -1.6334 -1.4446 1.2617  1.827
H: -0.9802 -2.8076 3.0684  0.635
H: -2.3565 -0.7338 3.0894  0.506
H: -4.7668 -1.0525 3.2335  0.466
H: -6.3102 0.2818 1.8490  0.433
H: -5.3830 2.0719 0.3596  0.517
H: -4.3263 5.5299 -1.9016  0.509
H: -2.7956 7.1992 -2.9684  0.408
H: -0.3310 6.8397 -2.8054  0.458
H: 0.5187 4.8532 -1.6277  0.489
I: -0.7384 0.6095 -2.0933  0.299
C: -1.6537 -1.2802 -1.6384  0.170
C: -2.8714 -1.4559 -2.2831  -0.410
C: -3.5698 -2.6542 -2.1664  -1.102
C: -3.0141 -3.6902 -1.4653  -0.874
C: -1.7622 -3.5453 -0.8386  0.699
C: -1.1542 -4.6737 -0.2459  -0.792
C: 0.1147 -4.6067 0.3010  -1.578
C: 0.7160 -3.3887 0.4678  -1.231
C: 0.0697 -2.1208 0.0993  3.602
P: 1.4380 -0.9671 -0.4250  -0.189
C: 2.2054 -0.5986 1.2399  1.943
C: 1.6677 0.1688 3.2129  0.259
C: 2.7425 1.1002 3.6556  -1.180
C: 3.8965 1.3040 3.0147  -0.699
C: 4.3504 0.6243 1.8116  -0.630
C: 3.6373 -0.1931 1.0340  -1.399
C: 2.5254 -1.7264 -1.6757  1.238
C: 2.8203 -0.9349 -2.7870  -0.272
C: 3.7503 -1.3620 -3.7221  -0.887
C: 4.3839 -2.5852 -3.5662  -0.570
C: 4.0650 -3.3970 -2.4882  -0.917
C: 3.1459 -2.9743 -1.5414  -0.345
C: -1.0815 -2.2910 -0.8604  -0.730
H: -3.2771 -0.6593 -2.8909  0.479
H: -4.5318 -2.7683 -2.6463  0.450
H: -3.5176 -4.6459 -1.3889  0.448
H: -1.6807 -5.6194 -0.2869  0.488
H: 0.6170 -5.5090 0.6238  0.540
H: 1.6760 -3.3230 0.9559  0.961
H: 0.8626 0.1428 3.9451  0.639
H: 2.5266 1.6736 4.5486  0.423
H: 4.5852 2.0329 3.4238  0.427
H: 5.3813 0.8112 1.5379  0.469
H: 4.1276 -0.6475 0.1810  0.404
H: 2.3540 0.0323 -2.9056  0.288
H: 3.9966 -0.7263 -4.5616  0.448
H: 5.1320 -2.9058 -4.2787  0.408
H: 4.5488 -4.3579 -2.3692  0.428
H: 2.9309 -3.6158 -0.7008  0.429
F: 1.7039 3.2245 -2.3948  -0.374
B: 2.1714 2.9443 -1.1272  0.329
F: 0.9715 3.0375 -0.2141  -0.500
F: 2.5954 1.6102 -1.0728  0.005
F: 3.1105 3.7916 -0.6446  -0.295

Forces on atoms 1 to 2 (eV/Å):
-0.144 0.463 0.125
-0.028 0.105 0.035

Output
Gap between HOMO and LUMO (alpha / beta): 4.2 / 4.1 eV
Total charge: +1
M: 857.304 g mol⁻¹
Electronic energy: -113432.0419 eV


The following is a quantum chemistry calculation of a structure of composition C39H29Co2O6PS in a non-equilibrium geometry, from the Open Molecules 2025 dataset.

Each line ends with the Mulliken charge.
Geometry (Å):
C: -3.1329 -0.1109 3.3793  -0.791
O: -2.1909 -1.2074 3.4139  -0.432
C: -0.8642 -0.9160 3.3874  0.857
C: 0.0296 -2.0237 3.4047  -0.595
C: 1.3851 -1.8151 3.3326  -0.533
C: 1.9305 -0.5010 3.2168  0.033
S: 3.5493 -0.2208 2.9946  -0.320
C: 1.0231 0.5969 3.2603  -0.807
C: -0.3408 0.4077 3.3333  -0.332
H: -4.1057 -0.5983 3.4112  0.234
H: -3.0024 0.5428 4.2517  0.321
H: -3.0235 0.4689 2.4532  0.310
H: -0.3999 -3.0227 3.4699  0.377
H: 2.0708 -2.6516 3.3452  0.359
H: 1.4328 1.5990 3.2101  0.372
H: -1.0166 1.2698 3.3422  0.301
O: 0.6082 0.3897 -0.8464  -0.319
C: 1.7574 0.5156 -0.8351  -0.275
Co: 3.4339 0.9457 -0.8107  1.426
C: 3.4068 2.1669 0.4326  -0.088
O: 3.2868 2.8907 1.3322  -0.296
C: 3.9809 -0.5791 -0.1366  0.266
O: 4.3228 -1.5959 0.3033  -0.263
C: 3.9970 0.8416 -2.5047  -0.319
C: 3.2031 1.9836 -2.2387  0.639
C: 2.3272 2.9235 -2.7032  -1.323
C: 1.7955 4.0014 -1.8861  0.620
C: 0.4026 4.2553 -1.9199  -0.539
C: -0.1749 5.1542 -1.0359  -0.570
C: 0.6384 5.8870 -0.1503  -0.389
C: 2.0320 5.7047 -0.1606  -0.638
C: 2.6049 4.7609 -1.0123  0.014
Co: 5.4109 2.0095 -2.2630  0.300
C: 5.9847 3.4480 -1.4108  0.245
O: 6.4740 4.3598 -0.8788  -0.385
C: 6.0173 2.2370 -3.9038  0.036
O: 6.5795 2.3134 -4.9179  -0.372
P: 6.9222 0.5962 -1.6569  1.527
C: 7.2549 0.4841 0.1431  0.146
C: 8.2237 -0.3868 0.6694  -0.663
C: 8.4088 -0.4591 2.0575  -0.769
C: 7.6608 0.3489 2.9226  -0.617
C: 6.7438 1.2524 2.3894  -0.683
C: 6.5579 1.3284 1.0114  0.308
C: 6.5417 -1.1022 -2.2288  0.663
C: 6.5229 -2.2029 -1.3658  -1.083
C: 6.0233 -3.4256 -1.8185  -0.433
C: 5.5956 -3.5756 -3.1401  -0.765
C: 5.6934 -2.4982 -4.0236  -0.582
C: 6.1725 -1.2649 -3.5734  -0.663
C: 8.5987 0.8520 -2.3610  0.788
C: 9.2163 -0.0699 -3.2217  -0.261
C: 10.3834 0.2914 -3.9065  -0.664
C: 10.9670 1.5456 -3.7070  -0.544
C: 10.3917 2.4302 -2.7890  -0.646
C: 9.2256 2.0817 -2.1012  -0.485
H: 3.9241 0.0540 -3.2353  0.685
H: 1.8666 2.7554 -3.6819  0.469
H: -0.1932 3.6510 -2.6083  0.392
H: -1.2629 5.2706 -1.0266  0.383
H: 0.1803 6.5962 0.5474  0.375
H: 2.6694 6.2839 0.5188  0.400
H: 3.6893 4.6148 -1.0379  0.326
H: 8.8210 -1.0216 0.0083  0.527
H: 9.1361 -1.1550 2.4760  0.392
H: 7.7823 0.2884 4.0086  0.409
H: 6.1426 1.8912 3.0338  0.401
H: 5.8446 2.0521 0.6088  -0.385
H: 6.9136 -2.1245 -0.3529  0.474
H: 5.9567 -4.2637 -1.1243  0.430
H: 5.1732 -4.5247 -3.4824  0.373
H: 5.3783 -2.5951 -5.0610  0.431
H: 6.2378 -0.4195 -4.2634  0.423
H: 8.7954 -1.0654 -3.3750  0.304
H: 10.8321 -0.4077 -4.6124  0.407
H: 11.8626 1.8386 -4.2639  0.373
H: 10.8399 3.4066 -2.6142  0.404
H: 8.7874 2.7723 -1.3759  0.308

Forces on atoms 1 to 2 (eV/Å):
0.775 -0.786 0.051
-0.991 0.516 0.036

Output
Gap between HOMO and LUMO: 2.4 eV
M: 774.562 g mol⁻¹
Electronic energy: -148570.7107 eV